Formula: C4H14NO3
Source: OMol25
Level of theory: the ωB97M-V functional and the def2-TZVPD basis

Element x y z (Å)
C (-0.46247, -1.04773, -1.72906)
O (-1.53435, -0.23575, -2.37553)
C (-0.00641, -0.51406, -0.39640)
C (1.51446, -0.66100, -0.03920)
C (1.79671, 0.14520, 1.20131)
O (1.54878, 1.54861, 0.76684)
N (-0.42089, 1.02439, -0.22714)
H (0.35918, -1.17663, -2.41498)
H (-1.05289, -1.97604, -1.69265)
H (-1.34626, 0.40115, -3.04729)
H (-0.55977, -1.08821, 0.43275)
H (2.28365, -0.18816, -0.84441)
H (1.68994, -1.76288, -0.05661)
H (2.76463, 0.03187, 1.87228)
H (0.96472, -0.06374, 1.95346)
H (2.28771, 2.03839, 0.92590)
H (-1.46028, 1.02560, -0.39974)
H (-0.64672, 1.20505, 0.82555)
H (0.36162, 1.70839, -0.74223)
H (-2.35538, -0.83103, 2.25834)
H (-3.27067, 0.41112, 1.98622)
O (-2.45530, 0.00545, 1.74259)

Cartesian forces (eV/Å) of the 6 atoms listed first:
-1.76 0.84 -1.92
-0.28 -1.37 1.76
0.03 0.69 1.88
1.39 0.26 -2.67
-0.69 0.86 2.55
-1.02 -3.11 0.78

Net charge: 0
E_tot, eV: -12001.7401
LUMO energy (alpha / beta), eV: 0.6 / 0.3
2S+1: 2
HOMO (alpha / beta), eV: -2.91 / -10.58
Orbital gap (alpha / beta), eV: 3.5 / 10.9